Record 1
Computed, not measured: an isolated molecule of C3H8NOP, with the ωB97M-V functional and the def2-TZVPD basis.

Each line ends with the Löwdin charge.
Atoms and positions in Å:
C: 1.621 -0.929 0.090  0.0320
C: -1.566 -0.908 -0.063  -0.2490
C: 0.170 1.611 -0.450  -0.1399
N: -0.595 -0.767 0.898  -0.1116
O: 1.072 0.803 2.174  -0.3327
P: 0.607 0.368 0.853  0.4160
H: 1.589 -1.252 -0.934  0.0216
H: 2.286 -1.576 0.666  0.0335
H: -2.511 -1.082 0.476  0.0910
H: -1.711 -0.037 -0.758  0.0578
H: -1.472 -1.719 -0.834  0.1013
H: -0.787 1.386 -0.768  -0.0185
H: 0.544 2.593 -0.047  0.0800
H: 0.753 1.509 -1.303  0.0184

As for the net charge: 0. Its orbital gap (alpha / beta) is 8.5 / 9.0 eV. The value obtained for the HOMO energy (alpha / beta) is -9.60 / -9.80 eV. Its spin multiplicity is 1. Its energy relative to the best compared isomer or geometry (same formula, charge and spin) is 64.5 kcal/mol. The LUMO energy (alpha / beta) is -1.09 / -0.77 eV.

---

Record 2
Computed, not measured: a 2-piece molecular cluster, C3H8NOP overall, with the ωB97M-V functional and the def2-TZVPD basis.

Each line ends with the Löwdin charge.
Atoms and positions in Å:
C: -0.373 1.114 0.458  -0.0548
C: 0.611 -1.221 0.138  -0.1200
C: -0.062 0.029 -0.593  -0.5574
N: 0.716 0.339 -1.694  0.0993
O: 4.491 -1.066 0.260  -0.6180
P: 3.704 0.144 0.362  0.7492
H: 0.384 1.956 0.335  0.1021
H: -1.349 1.353 0.264  0.0320
H: -0.275 0.569 1.396  0.0666
H: -0.060 -1.794 0.717  0.0550
H: 1.256 -0.862 0.880  -0.0421
H: 1.344 -1.783 -0.573  0.1044
H: -0.989 -0.584 -1.094  0.1712
H: 1.335 1.126 -1.599  0.0126

As for the net charge: 0. Its orbital gap (alpha / beta) is 8.7 / 6.3 eV. The value obtained for the HOMO energy (alpha / beta) is -9.46 / -7.57 eV. Its spin multiplicity is 1. Its energy relative to the best compared isomer or geometry (same formula, charge and spin) is 98.0 kcal/mol. The LUMO energy (alpha / beta) is -0.79 / -1.28 eV.

---

Record 3
Computed, not measured: a 2-piece molecular cluster, C3H8NOP overall, with the ωB97M-V functional and the def2-TZVPD basis.

Each line ends with the Löwdin charge.
Atoms and positions in Å:
C: -1.431 0.142 -0.062  -0.5141
C: 0.966 -1.781 -0.186  -0.1712
C: 0.953 -0.382 0.334  -0.4285
N: -1.981 1.140 0.624  0.1267
O: -1.850 -0.727 -0.784  0.0244
P: 0.755 1.056 -0.781  0.7155
H: 1.761 -1.853 -0.871  0.0481
H: 1.035 -2.576 0.547  0.0737
H: 0.029 -1.754 -0.798  0.0646
H: 1.014 0.023 1.456  0.0887
H: -1.368 1.893 0.925  0.0862
H: -2.941 1.351 0.650  0.0935
H: 2.039 1.411 -1.340  -0.1390
H: 1.019 2.057 0.287  -0.0686

As for the net charge: 0. Its orbital gap (alpha / beta) is 7.7 / 7.6 eV. The value obtained for the HOMO energy (alpha / beta) is -7.33 / -7.40 eV. Its spin multiplicity is 1. Its energy relative to the best compared isomer or geometry (same formula, charge and spin) is 91.1 kcal/mol. The LUMO energy (alpha / beta) is 0.35 / 0.18 eV.

---

Record 4
Computed, not measured: an isolated molecule of C3H8NOP, with the ωB97M-V functional and the def2-TZVPD basis.

Each line ends with the Löwdin charge.
Atoms and positions in Å:
C: -1.477 -1.468 2.175  -0.0606
N: -0.600 -0.682 1.430  -0.2503
P: -0.227 -1.162 -0.118  0.7792
O: 1.146 -0.232 -0.133  -0.4720
C: 1.274 0.844 -1.076  -0.3414
C: 0.024 1.700 -1.040  -0.1151
H: -1.985 -1.215 3.099  0.0521
H: -1.629 -2.435 1.657  0.0422
H: 0.618 -2.295 -0.044  -0.0410
H: 2.219 1.307 -0.899  0.0966
H: 1.364 0.240 -2.055  0.1242
H: 0.135 2.592 -1.610  0.0602
H: -0.701 0.925 -1.430  0.0424
H: -0.162 1.880 0.042  0.0834

As for the net charge: 0. Its orbital gap is 9.0 eV. The value obtained for the HOMO energy is -8.77 eV. Its spin multiplicity is 1. Its energy relative to the best compared isomer or geometry (same formula, charge and spin) is 51.2 kcal/mol. The LUMO energy is 0.18 eV. As for the SMILES: C=NPOCC.

---

Record 5
Computed, not measured: C3H8NOS as an isolated structure, with the ωB97M-V functional and the def2-TZVPD basis.

Each line ends with the Löwdin charge.
Atoms and positions in Å:
O: 0.602 2.015 0.479  -0.2904
C: -0.636 1.914 0.081  -0.5068
H: -1.386 2.514 0.626  0.0262
H: -0.904 1.798 -1.011  0.0533
C: 0.848 -0.759 -0.412  -0.4174
C: -0.661 -1.060 -0.483  -0.6464
S: -1.622 -0.047 0.679  0.5040
N: 1.350 -0.736 0.929  -0.0516
H: 0.949 0.274 -0.808  0.0812
H: 1.413 -1.491 -1.015  0.0896
H: -0.865 -2.143 -0.275  0.0449
H: -0.940 -0.908 -1.542  0.0452
H: 0.885 -1.503 1.434  0.0515
H: 0.966 0.132 1.319  0.0167

As for the net charge: -1. Its orbital gap is 7.2 eV. The value obtained for the HOMO energy is -3.33 eV. Its spin multiplicity is 1. Its energy relative to the best compared isomer or geometry (same formula, charge and spin) is 33.1 kcal/mol. The LUMO energy is 3.89 eV.

---

Record 6
Computed, not measured: an isolated ion of composition C3H8NOS and charge +1, with the ωB97M-V functional and the def2-TZVPD basis.

Each line ends with the Löwdin charge.
Atoms and positions in Å:
C: -0.816 1.349 0.333  0.0745
C: -1.296 -1.084 -0.291  -0.2730
C: 1.058 -0.160 0.078  -0.0100
N: -0.292 0.138 -0.347  -0.1986
O: -2.677 0.921 -0.425  -0.5466
S: -2.912 -0.369 0.257  0.9821
H: -1.228 1.274 1.325  0.0963
H: -0.359 2.306 0.068  0.1323
H: -1.024 -1.696 -1.187  0.1355
H: -1.076 -1.732 0.500  0.0586
H: 1.151 0.011 1.156  0.1239
H: 1.479 -1.171 -0.190  0.1393
H: 1.753 0.524 -0.342  0.0986
H: -0.540 0.500 -1.282  0.1870

As for the net charge: +1. Its orbital gap (alpha / beta) is 8.6 / 7.5 eV. The value obtained for the HOMO energy (alpha / beta) is -13.44 / -13.12 eV. Its spin multiplicity is 1. Its energy relative to the best compared isomer or geometry (same formula, charge and spin) is 102.1 kcal/mol. The LUMO energy (alpha / beta) is -4.89 / -5.57 eV.

---

One value per record, in order, for F_max: 0.07837; 0.06368; 0.07194; 0.15170; 0.05128; 0.08229 hartree/bohr.